Entry 1:
Density functional theory data (ωB97M-V/def2-TZVPD) for a molecular structure, C18H9F5MoN3OS2.

The geometry in XYZ format:
```
39
Properties=species:S:1:pos:R:3:forces:R:3
Mo 0.3663 -0.5563 1.1059 -0.504 -0.823 -0.115
S 2.4866 -1.2112 1.6465 -0.016 -0.009 -0.030
C 1.9762 0.0757 2.7759 0.221 0.036 -0.047
S 0.2499 0.3511 3.1822 -0.079 0.136 0.053
C 2.9259 0.8509 3.3662 -0.244 -0.013 -0.071
C 2.5571 1.8550 4.3154 0.123 -0.009 0.075
N 2.2573 2.6565 5.0814 -0.050 0.030 -0.026
C 4.3128 0.6378 3.0998 0.049 -0.008 0.011
N 5.4168 0.4423 2.8511 0.020 0.007 0.000
F -5.1756 -5.0249 -0.2030 -0.017 -0.005 -0.004
C -4.1080 -4.2785 0.0108 0.037 0.048 0.016
C -2.8476 -4.7744 -0.2891 0.060 0.023 0.002
F -2.7164 -5.9907 -0.7901 -0.005 -0.033 -0.012
C -1.7232 -3.9950 -0.0669 -0.170 -0.062 -0.027
F -0.5136 -4.4610 -0.3543 0.029 0.023 0.011
C -1.8674 -2.7228 0.4608 -0.025 0.256 -0.179
O -0.7767 -1.9617 0.7234 0.706 0.616 0.342
C -3.1288 -2.2240 0.7545 -0.065 -0.206 -0.068
F -3.2379 -0.9941 1.2579 0.039 0.065 0.020
C -4.2522 -2.9994 0.5332 0.038 0.020 0.001
F -5.4546 -2.5263 0.8165 -0.007 -0.001 0.001
C 0.3190 3.3737 0.6033 -0.021 -0.007 0.035
C 0.5548 2.9119 -0.8020 0.074 0.087 -0.128
C 0.7182 3.8027 -1.8498 -0.015 -0.048 0.037
C 0.9594 3.3439 -3.1388 0.000 0.015 -0.005
C 1.0374 1.9857 -3.4202 -0.034 -0.035 0.039
C 0.8742 1.0475 -2.4151 -0.006 0.102 -0.120
C 0.9518 -0.4249 -2.6792 -0.017 -0.041 0.012
C 0.6416 1.5436 -1.1195 -0.002 -0.136 0.238
N 0.5251 0.6328 -0.0945 -0.148 -0.038 -0.041
H 0.2566 4.4584 0.6416 0.005 0.001 0.008
H 1.1320 3.0618 1.2643 0.003 -0.006 -0.008
H -0.6097 2.9689 1.0105 0.000 -0.003 -0.011
H 0.6605 4.8652 -1.6551 0.001 0.004 -0.003
H 1.0885 4.0596 -3.9396 -0.002 0.000 -0.006
H 1.2224 1.6522 -4.4325 0.003 -0.001 -0.005
H 1.0108 -0.6208 -3.7470 0.017 0.003 -0.003
H 0.0733 -0.9478 -2.2934 0.003 0.010 -0.005
H 1.8371 -0.8635 -2.2111 -0.004 0.004 0.010
```
Positions in Å, forces in eV/Å.

Summary:
E_tot   -2294.40345 Ha
Kohn-Sham gap   5.665 eV
HOMO   -12.37 eV
Energy above the lowest of the compared OMol25 structures with the same formula, charge and spin   6.8 kcal/mol
Charge   +1

Entry 2:
Density functional theory data (ωB97M-V/def2-TZVPD) for a molecular structure, C19H11ClF3N3O4Zn.

The geometry in XYZ format:
```
42
Properties=species:S:1:pos:R:3:forces:R:3
Zn -1.0706 0.3985 0.0957 -0.136 0.627 0.305
O -3.0586 1.7034 5.3851 0.089 0.815 -0.696
C -2.8736 0.4246 5.2086 -1.299 -0.910 1.508
O -3.3126 -0.4983 5.8847 -0.102 1.396 0.462
C -2.0919 0.0115 4.0961 0.855 -0.514 -0.800
C -1.5436 -1.2300 4.0727 1.223 -0.766 -1.682
N -0.9354 -1.3878 2.8470 -0.590 0.043 1.548
N -1.1084 -0.2586 2.1326 0.990 -1.299 -1.390
C -1.7784 0.5736 2.8724 -0.053 0.928 -0.352
C -2.0290 1.9413 2.3156 -0.259 0.470 -1.092
O -2.4040 2.8079 3.1087 -0.019 -0.014 0.149
O -1.8563 2.0986 1.0481 0.293 -0.934 0.852
H -2.7216 2.2172 4.5301 -0.458 -0.380 1.010
H -1.5038 -1.9808 4.8245 -0.090 -0.364 0.322
H -0.3187 -2.1710 2.5999 -0.515 0.915 -0.309
F 7.6581 -0.7306 -2.7413 0.597 -0.647 -0.407
C 7.1237 0.4797 -2.7162 0.377 0.789 1.217
F 7.7967 1.1633 -1.7135 -0.670 -0.320 -0.981
F 7.4378 1.1024 -3.8772 -0.428 -0.297 0.550
C 5.6533 0.3519 -2.3947 0.594 0.957 0.783
C 4.9591 -0.7326 -2.8735 -1.229 0.611 -0.370
C 3.6001 -0.8728 -2.7106 -0.695 0.473 0.679
C 2.9342 0.0352 -1.8755 0.202 0.607 0.194
C 3.6489 1.0844 -1.2665 1.491 -0.963 -0.507
C 5.0302 1.2408 -1.5183 -1.551 0.431 0.060
C 1.5592 -0.0147 -1.4962 -0.737 -0.771 0.440
C 0.4860 -0.0862 -0.9203 0.472 0.400 -0.517
H 5.3669 -1.4403 -3.5101 1.349 -1.100 -1.023
H 3.0647 -1.6747 -3.2169 0.105 0.163 0.281
H 3.1528 1.6808 -0.5235 -0.117 0.342 -0.045
H 5.4845 2.1052 -1.0254 0.385 -0.547 -0.413
Cl -3.9972 -2.3729 -4.0034 0.476 0.541 0.816
C -3.9894 -1.4270 -2.5049 -0.910 -0.561 -0.925
C -5.2056 -1.3241 -1.8554 0.449 0.835 0.270
C -5.2280 -0.4898 -0.7431 0.937 1.150 1.501
C -4.0711 0.1660 -0.2673 1.489 -1.670 -2.402
N -2.8383 -0.0076 -0.9469 -3.277 0.088 1.761
C -2.8699 -0.7670 -2.0368 1.010 0.160 -0.111
H -6.0878 -1.7938 -2.2665 -0.004 -0.087 0.188
H -6.0826 -0.2695 -0.1106 -0.341 -0.421 -0.503
H -4.0667 0.7651 0.6314 0.083 0.115 -0.137
H -1.9133 -0.8211 -2.5386 0.012 -0.291 -0.234
```
Positions in Å, forces in eV/Å.

Summary:
E_tot   -3735.01200 Ha
Kohn-Sham gap   7.993 eV
HOMO   -8.92 eV

Entry 3:
Density functional theory data (ωB97M-V/def2-TZVPD) for a single C19H11N3O2S molecule.

The geometry in XYZ format:
```
36
Properties=species:S:1:pos:R:3:forces:R:3
N -2.0394 -5.2189 -0.0270 0.036 2.379 -0.685
O 1.8292 -1.1251 1.6008 0.535 -0.447 0.711
O -0.4434 1.0544 -1.4664 -1.181 -3.137 0.937
C -1.8184 -4.0855 -0.2347 0.935 -3.334 1.281
S -4.0285 -2.2040 -0.3166 1.536 -1.014 -0.250
C 2.3724 -0.5560 0.6789 -2.899 -2.067 1.096
C -0.6962 -0.1336 -1.0831 0.259 5.113 -0.212
C 0.0678 -2.2868 -0.4405 -1.084 -0.942 0.485
C -1.3327 -2.7667 -0.3228 1.271 1.896 -1.949
C 0.4104 -1.0137 -0.7149 -1.488 -0.417 0.452
C -2.3094 -1.8450 -0.6124 -1.247 -0.508 1.467
C 5.8569 1.8637 1.0414 -1.287 -0.432 -1.841
C -5.8184 1.2773 -0.2882 -0.219 -0.615 1.463
C 5.0935 1.6084 2.1311 -2.737 -2.318 2.153
C 5.4638 1.3721 -0.2331 0.041 -0.265 1.872
C -4.8085 2.1296 -0.7505 0.997 -0.478 -0.282
C -5.5913 -0.0860 0.0060 -1.880 1.262 -1.179
C 3.9745 0.6979 2.0301 1.110 0.581 -1.298
C 4.3535 0.5502 -0.3019 0.727 0.708 0.235
C -3.5070 1.6668 -0.9716 -0.237 -3.869 1.253
C -4.3485 -0.5387 -0.3358 0.202 -0.309 0.473
C 3.5692 0.1753 0.7793 3.232 2.606 1.815
C -3.2624 0.2559 -0.6713 -1.325 2.704 -1.037
N 1.7469 -0.5098 -0.5462 -1.614 -0.198 -1.521
N -2.1030 -0.5178 -0.8303 3.019 -0.935 -0.558
H 0.9032 -2.9034 -0.2241 0.249 -1.029 0.370
H 6.6722 2.4946 1.0903 1.695 1.194 0.222
H -6.7706 1.6761 0.0563 0.076 0.178 -0.559
H 5.2033 1.9183 3.1978 0.706 0.225 -1.287
H 6.0704 1.5804 -1.0996 -0.073 0.025 -0.127
H -4.9995 3.1629 -0.9715 -0.281 0.252 0.080
H -6.4449 -0.8045 0.2560 1.436 1.257 -0.148
H 3.4598 0.3809 2.9105 -0.397 0.083 0.407
H 4.1213 0.1776 -1.2335 -0.650 -0.820 -2.002
H -2.6145 2.1061 -1.3121 0.489 1.490 -0.459
H 1.7684 0.4467 -0.7906 0.043 1.182 -1.379
```
Positions in Å, forces in eV/Å.

Summary:
E_tot   -1443.53429 Ha
Kohn-Sham gap   7.870 eV
SMILES string   N#Cc1cc(NC(=O)c2ccccc2)c(=O)n2c1sc1ccccc12
HOMO   -8.17 eV
Energy above the lowest of the compared OMol25 structures with the same formula, charge and spin   0.0 kcal/mol